# 1
The following is a quantum chemistry calculation of a molecular structure, C9H25Ba2O7, from OMol25.

Calculated values
net charge: +3
LUMO: -11.1 eV
ΔE to the lowest compared entry with this formula, charge and spin: 5.678 eV
spin multiplicity: 1

Geometry (Å):
Ba -13.46709 6.65343 -18.57204
Ba -14.35935 5.73987 -14.89195
O -10.79624 5.07828 -16.28087
C -12.11858 5.19481 -16.16611
O -12.85951 5.40973 -17.12227
O -12.48576 5.06978 -14.98305
H -10.86633 4.81642 -15.35994
C -11.56778 8.25233 -13.05220
C -11.77541 7.32386 -14.26686
O -13.14913 7.40696 -14.59122
H -11.37636 9.27614 -13.37356
H -10.69606 7.96898 -12.46236
H -12.42226 8.30397 -12.37744
H -11.46436 6.33832 -13.92034
H -11.04687 7.53729 -15.04902
H -13.30282 8.26007 -15.00374
C -10.79974 2.52784 -15.60943
C -11.01533 1.59037 -14.47916
O -11.39247 0.32011 -14.90960
H -10.03656 3.23527 -15.28510
H -11.72725 2.97683 -15.96474
H -10.33685 1.88611 -16.35910
H -11.49710 1.90815 -13.55449
H -10.04283 1.37937 -14.03440
H -11.43629 -0.20608 -14.10785
C -9.08935 7.32352 -18.61115
C -10.30345 6.46493 -18.62335
O -10.02608 5.09473 -18.63906
H -8.40598 7.04183 -19.41225
H -8.58287 7.03853 -17.68900
H -9.23665 8.40029 -18.69469
H -10.94246 6.72876 -19.46607
H -10.88723 6.68998 -17.73080
H -10.06034 4.85808 -17.70931
C -13.25333 3.81768 -12.93343
C -13.50637 2.79783 -14.08295
O -14.42505 3.59062 -14.82916
H -13.06914 3.25211 -12.02002
H -14.13494 4.42540 -12.72967
H -12.40330 4.48132 -13.09193
H -13.81639 1.81679 -13.72298
H -12.62045 2.62618 -14.69433
H -14.67726 2.88049 -15.42389

Löwdin population analysis, charges in e, atoms 1 to 8: 2.167 2.405 0.121 -0.824 -0.575 -0.484 0.119 -0.016

***

# 2
The following is a quantum chemistry calculation of a molecular structure, C9H25Br3N5O5P, from OMol25.

Calculated values
net charge: 0
LUMO: -0.2 eV
spin multiplicity: 1

Geometry (Å):
C -24.00345 3.94463 -40.61944
N -24.57065 4.15245 -41.99408
O -25.70113 3.77832 -42.21806
O -23.83683 4.75220 -42.76641
H -23.24562 4.70920 -40.49080
H -23.46992 2.99212 -40.63068
H -24.72814 3.93387 -39.81402
C -22.16588 9.05720 -40.54702
N -21.90136 7.80124 -39.76630
O -21.43855 6.88781 -40.42317
O -22.07883 7.77074 -38.57234
H -23.14371 8.92860 -41.00062
H -21.34339 9.18517 -41.23586
H -22.20451 9.87800 -39.83467
O -21.67345 5.71208 -27.83997
P -20.49191 5.13643 -28.51325
N -20.51890 3.51141 -28.89313
C -21.40836 2.61542 -28.13893
C -19.81776 2.93441 -30.02533
N -19.09633 5.37373 -27.63285
C -17.83970 4.71039 -27.95603
C -19.08042 6.25464 -26.46979
N -20.21480 5.88998 -30.00098
C -21.26457 5.75161 -30.98518
C -19.38628 7.07809 -30.09856
H -21.06322 1.58878 -28.09303
H -22.40007 2.68677 -28.60077
H -21.54772 3.05792 -27.15089
H -18.98582 3.56687 -30.34064
H -20.49852 2.80751 -30.87191
H -19.31159 2.00660 -29.74724
H -17.90146 3.62086 -27.97977
H -17.51798 5.10060 -28.93058
H -17.04670 4.95864 -27.25319
H -18.77448 7.25871 -26.79681
H -20.09028 6.42478 -26.09034
H -18.49072 5.84576 -25.65389
H -21.48600 4.70400 -31.19657
H -22.20368 6.22000 -30.66114
H -21.02071 6.24657 -31.92545
H -18.62787 7.08306 -29.31919
H -19.96322 8.00603 -30.11864
H -18.83131 7.00949 -31.04240
C -23.04886 5.71541 -35.85004
Br -22.80779 4.68493 -37.50941
Br -21.63494 5.30262 -34.58853
Br -24.78711 5.47911 -35.03622
H -22.96912 6.77381 -36.05090

Löwdin population analysis, charges in e, atoms 1 to 8: -0.006 -0.441 0.071 0.055 0.047 0.105 0.073 0.057

***

# 3
The following is a quantum chemistry calculation of 2 unconnected molecules or ions with the total composition C9H25FN2O3P, from OMol25.

Calculated values
net charge: +1
LUMO: -3.8 eV
spin multiplicity: 1

Geometry (Å):
C 0.84556 -3.83781 -1.88958
C -0.59285 -3.42604 -2.23251
C -0.76230 -2.81721 -3.59976
F -1.83067 -1.97844 -3.60799
N 0.40883 -1.95126 -4.02124
P 0.48019 -0.26131 -3.32118
O -0.29321 0.56551 -4.22015
O 2.02748 0.03537 -3.39649
O 0.01251 -0.34451 -1.82996
H 1.41016 -3.00150 -1.47752
H 1.38550 -4.27410 -2.72464
H 0.82418 -4.57884 -1.10254
H -1.20685 -4.31879 -2.21961
H -0.99507 -2.77419 -1.46763
H -0.94914 -3.55247 -4.37425
H 0.30109 -1.75329 -5.02137
H 1.29593 -2.44957 -3.92075
H 2.48041 -0.12844 -2.55448
H 0.45616 -1.06948 -1.36110
C 1.93750 0.94834 3.18456
C 1.06825 1.66813 2.16420
N -0.29830 1.18172 2.13572
C -1.04931 1.63675 0.97957
C -1.31458 3.13823 0.82389
C -1.00252 1.21782 3.40908
C -1.11936 2.56681 4.12742
H 1.89466 -0.13251 3.04031
H 2.97515 1.26523 3.07560
H 1.63712 1.16979 4.20811
H 1.49924 1.50342 1.17050
H 1.12800 2.75115 2.34886
H -2.00472 1.10484 0.95688
H -0.50712 1.29584 0.09052
H -2.06957 3.49267 1.52278
H -1.69018 3.34096 -0.18111
H -0.41010 3.73121 0.95919
H -0.50965 0.51415 4.08423
H -2.00083 0.80212 3.25535
H -0.16767 3.09839 4.16218
H -1.43505 2.40256 5.15866
H -1.85886 3.21873 3.66622

Löwdin population analysis, charges in e, atoms 1 to 8: -0.066 -0.160 -0.317 0.063 0.097 0.440 -0.165 -0.048

***

# 4
The following is a quantum chemistry calculation of a molecular structure, C9H25KO7, from OMol25.

Calculated values
net charge: 0
LUMO: -0.4 eV
ΔE to the lowest compared entry with this formula, charge and spin: 10.434 eV
spin multiplicity: 1

Geometry (Å):
K -3.25779 -1.60425 -0.22074
O 0.65819 -0.41324 -0.38100
C -0.39947 -0.81586 0.18396
O -0.45802 -0.61568 1.38199
O -1.36608 -1.36131 -0.38911
H 1.00408 0.02345 0.40083
C -3.02374 1.34681 3.32963
C -2.17759 0.89290 2.15009
O -2.03823 -0.49567 2.10507
H -3.95856 0.78815 3.37549
H -3.21978 2.40877 3.18158
H -2.60158 1.21540 4.32593
H -1.28104 1.51282 2.14773
H -2.77379 1.24148 1.30679
H -1.39406 -0.78854 1.45633
C 2.98686 0.20423 -2.80136
C 3.19559 -0.55739 -1.55744
O 3.57614 -1.89753 -1.92111
H 2.41059 -0.44787 -3.45771
H 3.93151 0.27281 -3.34081
H 2.53582 1.16506 -2.55340
H 2.20519 -0.69636 -1.12400
H 3.88902 -0.11780 -0.84050
H 4.40556 -1.79825 -2.39420
C -2.80490 0.47445 -2.74985
C -2.75300 1.08971 -1.32386
O -1.42834 1.33089 -0.96916
H -2.17419 -0.41127 -2.82603
H -2.47164 1.12653 -3.55720
H -3.80189 0.08596 -2.95764
H -3.09899 0.53153 -0.45389
H -3.37759 1.98290 -1.33772
H -1.03514 0.46515 -0.83688
C 2.64335 0.10621 1.24183
C 2.30517 -1.36727 1.37806
O 1.25842 -1.58065 2.31575
H 3.47860 0.36878 0.59260
H 2.83568 0.60323 2.19267
H 1.81156 0.69079 0.84880
H 3.22987 -1.89405 1.61371
H 2.06988 -1.91936 0.46815
H 0.46435 -1.14565 1.99663

Löwdin population analysis, charges in e, atoms 1 to 8: 1.039 0.125 -0.730 0.118 -0.240 0.055 -0.084 -0.318

***

# 5
The following is a quantum chemistry calculation of a molecular structure, C9H25KO7, from OMol25.

Calculated values
net charge: 0
LUMO: -1.1 eV
ΔE to the lowest compared entry with this formula, charge and spin: 0.000 eV
spin multiplicity: 1

Geometry (Å):
K -1.89480 -2.64458 3.93441
O -0.59760 1.05513 1.25475
C -1.86680 0.65887 1.70988
O -2.73285 1.55447 1.66306
O -2.01099 -0.52583 2.07179
H -0.89288 1.93876 0.97288
C -1.90479 2.89428 -1.57807
C -2.84418 3.89440 -0.90679
O -3.95395 3.24213 -0.28052
H -0.96565 3.40010 -1.84352
H -2.32882 2.64788 -2.55400
H -1.66032 1.99852 -1.01746
H -3.32118 4.49778 -1.67360
H -2.32666 4.46341 -0.12825
H -3.63468 2.58987 0.36301
C 0.82288 -3.31981 0.93408
C -0.45750 -3.25974 0.11568
O -1.53375 -3.87057 0.87184
H 0.58447 -3.24385 1.99124
H 1.48479 -2.48933 0.68314
H 1.38168 -4.22485 0.68409
H -0.39809 -3.67106 -0.88907
H -0.74863 -2.20365 0.06668
H -2.14733 -4.32229 0.28844
C 4.00331 0.79139 1.88791
C 2.51431 1.10555 1.72675
O 1.83070 -0.12929 1.58915
H 4.16415 -0.05451 2.55033
H 4.60899 1.68406 2.02264
H 4.31577 0.40556 0.90400
H 2.37694 1.71974 0.83036
H 2.18809 1.68249 2.60261
H 0.92216 0.13331 1.33540
C 1.16721 -0.53122 -1.70435
C 0.97035 -1.28706 -2.99987
O -0.33912 -0.95466 -3.54779
H 1.14334 0.53746 -1.92712
H 2.14727 -0.78114 -1.29364
H 0.34712 -0.68289 -1.00601
H 0.98837 -2.37400 -2.88699
H 1.62204 -0.95993 -3.80556
H -1.02336 -1.36488 -3.01150

Löwdin population analysis, charges in e, atoms 1 to 8: 0.912 0.015 -0.763 -0.013 -0.112 0.100 -0.088 -0.306

***

| no. | gap between HOMO and LUMO (eV) | electronic energy (Ha) |
| --- | --- | --- |
| 1 | 6.46 | -934.3308 |
| 2 | 8.41 | -9071.1201 |
| 3 | 6.47 | -1134.1826 |
| 4 | 7.33 | -1484.1437 |
| 5 | 7.66 | -1484.5271 |